Entry from OMol25: a single C19H16F2NO3P molecule (ωB97M-V/def2-TZVPD).

## Properties
- multiplicity = 1
- energy above the lowest of the compared OMol25 structures with the same formula, charge and spin (eV) = 0.0000
- SMILES string = Cc1cccc(NP(=O)(Oc2ccccc2F)Oc2ccccc2F)c1
- HOMO energy (eV) = -8.4
- Kohn-Sham gap (eV) = 9.3

XYZ file:
```
42
C19H16F2NO3P, DFT ωB97M-V/def2-TZVPD
C 1.02 -1.55 5.71
C 0.72 -0.75 4.48
C 1.03 0.61 4.44
C 0.77 1.35 3.30
C 0.19 0.76 2.19
C -0.12 -0.59 2.23
N -0.73 -1.22 1.13
P -0.87 -0.65 -0.41
O -1.32 -1.62 -1.40
O -1.86 0.60 -0.19
C -2.37 1.21 -1.31
C -3.47 0.69 -1.97
C -3.99 1.34 -3.08
C -3.40 2.50 -3.55
C -2.29 3.02 -2.91
C -1.78 2.37 -1.80
F -0.69 2.87 -1.19
O 0.47 0.16 -0.85
C 1.42 -0.43 -1.63
C 2.01 0.30 -2.66
C 2.99 -0.28 -3.44
C 3.38 -1.59 -3.23
C 2.80 -2.33 -2.21
C 1.83 -1.74 -1.42
F 1.28 -2.43 -0.40
C 0.15 -1.34 3.37
H 0.61 -2.56 5.63
H 0.59 -1.07 6.59
H 2.10 -1.62 5.87
H 1.48 1.08 5.30
H 1.01 2.40 3.27
H -0.02 1.34 1.31
H -0.83 -2.22 1.20
H -3.91 -0.22 -1.59
H -4.85 0.93 -3.58
H -3.80 3.00 -4.41
H -1.81 3.92 -3.26
H 1.68 1.31 -2.82
H 3.44 0.29 -4.24
H 4.14 -2.04 -3.85
H 3.09 -3.35 -2.01
H -0.10 -2.39 3.38
```

=====

Entry from OMol25: a single C24H26N2O6 molecule at a distorted geometry (ωB97M-V/def2-TZVPD).

## Properties
- multiplicity = 1
- energy above the lowest of the compared OMol25 structures with the same formula, charge and spin (eV) = 3.6485
- SMILES string = C=CCOc1cccc([C@H]2C(C(=O)c3ccco3)=C(O)C(=O)N2CCN2CCOCC2)c1
- HOMO energy (eV) = -8.4
- Kohn-Sham gap (eV) = 8.2

XYZ file:
```
58
C24H26N2O6, DFT ωB97M-V/def2-TZVPD
C -0.92 1.78 3.85
C -1.43 2.82 3.22
C -0.62 3.89 2.54
O -1.20 4.36 1.34
C -1.29 3.51 0.27
C -1.89 4.03 -0.88
C -2.02 3.25 -2.00
C -1.58 1.93 -2.01
C -0.99 1.41 -0.87
C -0.48 -0.01 -0.82
C 1.03 -0.04 -0.82
C 1.76 0.43 -2.00
O 1.26 0.41 -3.11
C 3.13 0.90 -1.79
C 4.12 1.14 -2.71
C 5.23 1.62 -1.98
C 4.83 1.64 -0.68
O 3.57 1.22 -0.55
C 1.45 -0.59 0.34
O 2.66 -0.88 0.81
C 0.26 -0.99 1.14
O 0.32 -1.52 2.24
N -0.83 -0.67 0.42
C -2.18 -0.85 0.87
C -2.96 -1.93 0.08
N -2.45 -3.28 0.10
C -1.32 -3.56 -0.77
C -1.17 -5.08 -0.87
O -0.96 -5.65 0.40
C -2.02 -5.34 1.27
C -2.21 -3.83 1.42
C -0.83 2.20 0.27
H -1.54 1.05 4.34
H 0.15 1.61 3.90
H -2.50 2.97 3.17
H 0.41 3.54 2.36
H -0.58 4.78 3.18
H -2.23 5.05 -0.86
H -2.48 3.66 -2.89
H -1.68 1.32 -2.89
H -0.87 -0.56 -1.69
H 4.04 0.99 -3.77
H 6.18 1.90 -2.37
H 5.34 1.94 0.22
H 2.52 -1.34 1.66
H -2.12 -1.13 1.92
H -2.72 0.10 0.79
H -3.97 -1.95 0.50
H -3.04 -1.62 -0.96
H -0.38 -3.14 -0.39
H -1.52 -3.15 -1.76
H -2.09 -5.50 -1.32
H -0.31 -5.34 -1.48
H -2.95 -5.79 0.89
H -1.77 -5.80 2.23
H -1.31 -3.41 1.89
H -3.07 -3.63 2.05
H -0.36 1.77 1.14
```

=====

Entry from OMol25: a single C25H34F2N2O molecule (ωB97M-V/def2-TZVPD).

## Properties
- multiplicity = 1
- energy above the lowest of the compared OMol25 structures with the same formula, charge and spin (eV) = 0.0000
- SMILES string = O=C(CC[C@@H]1CCCN([C@H]2[C@@H]3C[C@H]4C[C@@H](C3)C[C@@H]2C4)C1)NCc1ccc(F)c(F)c1
- HOMO energy (eV) = -8.5
- Kohn-Sham gap (eV) = 9.1

XYZ file:
```
64
C25H34F2N2O, DFT ωB97M-V/def2-TZVPD
O -4.24 -2.39 1.68
C -3.83 -2.52 0.55
C -2.56 -3.29 0.20
C -1.53 -2.52 -0.62
C -0.80 -1.41 0.15
C -1.72 -0.25 0.53
C -0.89 0.83 1.20
C 0.28 1.25 0.32
N 1.14 0.10 0.06
C 2.41 0.40 -0.61
C 3.38 -0.80 -0.46
C 4.65 -0.55 -1.25
C 5.36 0.69 -0.71
C 5.71 0.48 0.76
C 4.43 0.24 1.55
C 3.71 -1.00 1.02
C 3.49 1.44 1.42
C 3.14 1.63 -0.05
C 4.42 1.88 -0.85
C 0.36 -0.87 -0.68
N -4.52 -2.07 -0.53
C -5.66 -1.19 -0.39
C -5.22 0.25 -0.38
C -5.00 0.93 -1.58
C -4.50 2.21 -1.58
C -4.20 2.83 -0.38
F -3.70 4.08 -0.38
C -4.41 2.16 0.82
F -4.13 2.76 1.99
C -4.92 0.87 0.82
H -2.12 -3.62 1.14
H -2.87 -4.18 -0.35
H -1.99 -2.08 -1.51
H -0.78 -3.24 -0.96
H -0.39 -1.84 1.07
H -2.51 -0.58 1.20
H -2.18 0.16 -0.38
H -0.49 0.45 2.15
H -1.50 1.70 1.43
H 0.84 2.02 0.85
H -0.10 1.69 -0.62
H 2.23 0.57 -1.69
H 2.91 -1.71 -0.84
H 4.42 -0.41 -2.31
H 5.31 -1.42 -1.17
H 6.27 0.88 -1.29
H 6.22 1.36 1.15
H 6.38 -0.37 0.86
H 4.68 0.09 2.61
H 2.79 -1.16 1.57
H 4.35 -1.88 1.13
H 2.59 1.26 2.00
H 3.98 2.34 1.80
H 2.50 2.52 -0.17
H 4.90 2.79 -0.48
H 4.17 2.04 -1.91
H 1.00 -1.71 -0.97
H -0.04 -0.43 -1.62
H -4.08 -2.11 -1.44
H -6.13 -1.45 0.57
H -6.36 -1.39 -1.21
H -5.24 0.45 -2.52
H -4.33 2.75 -2.50
H -5.06 0.36 1.76
```

=====

Entry from OMol25: a molecular structure, C11H18Cl2N2Pb at a distorted geometry (ωB97M-V/def2-TZVPD).

## Properties
- multiplicity = 1
- energy above the lowest of the compared OMol25 structures with the same formula, charge and spin (eV) = 0.0000
- HOMO energy (spin up / spin down) (eV) = -8.0 / -7.3
- Kohn-Sham gap (spin up / spin down) (eV) = 6.8 / 6.8

XYZ file:
```
34
C11H18Cl2N2Pb, DFT ωB97M-V/def2-TZVPD
Pb 1.45 -0.55 0.59
Cl 1.63 -3.09 0.14
Cl 2.67 1.15 2.10
C 2.35 0.09 -1.12
H 2.89 1.02 -0.96
H 2.83 -0.71 -1.69
C -0.32 0.70 -1.25
C 0.92 0.46 -1.87
H -0.45 0.86 -0.17
C 0.81 -0.54 -3.08
H 1.18 1.43 -2.36
C -0.34 -0.21 -4.00
H 1.74 -0.58 -3.67
H 0.68 -1.55 -2.66
C -1.66 -0.06 -3.24
H -0.11 0.73 -4.51
H -0.43 -0.99 -4.75
C -1.47 1.00 -2.13
H -2.45 0.25 -3.92
H -1.98 -1.01 -2.79
H -1.24 1.95 -2.64
H -2.40 1.17 -1.57
C -0.91 1.66 3.28
C -0.58 0.22 3.48
N -0.24 -0.70 2.60
C -0.02 -1.88 3.29
C -0.25 -1.65 4.63
N -0.62 -0.32 4.72
H -1.95 1.83 3.55
H -0.26 2.28 3.91
H -0.74 1.92 2.23
H 0.30 -2.79 2.80
H -0.18 -2.32 5.47
H -0.84 0.20 5.56
```

=====

Entry from OMol25: a molecular structure, C18H11BBrN9O2Ru at a distorted geometry (ωB97M-V/def2-TZVPD).

## Properties
- multiplicity = 5
- energy above the lowest of the compared OMol25 structures with the same formula, charge and spin (eV) = 0.0000
- HOMO energy (spin up / spin down) (eV) = -8.3 / -8.4
- Kohn-Sham gap (spin up / spin down) (eV) = 7.0 / 5.0

XYZ file:
```
43
C18H11BBrN9O2Ru, DFT ωB97M-V/def2-TZVPD
Ru 1.27 -0.26 -0.02
Br 2.42 2.10 0.83
C 1.95 2.44 -1.04
C 2.70 3.49 -1.69
C 2.17 4.16 -2.77
C 1.04 3.67 -3.42
C 0.25 2.70 -2.76
C -1.10 2.44 -3.11
C -1.83 1.42 -2.49
C -1.23 0.61 -1.57
C 0.08 0.86 -1.14
C 0.77 1.97 -1.64
H 3.59 3.89 -1.24
H 2.78 5.02 -3.13
H 0.71 3.99 -4.37
H -1.56 3.06 -3.89
H -2.84 1.24 -2.75
H -1.77 -0.28 -1.15
N 2.74 -3.27 -0.48
C 1.60 -3.09 -1.21
N 1.10 -3.99 -2.04
N 0.06 -3.43 -2.57
N -0.21 -2.30 -2.00
N 0.78 -2.04 -1.15
C 3.12 -2.60 0.63
N 4.08 -2.98 1.49
N 4.06 -1.99 2.47
N 3.21 -1.04 2.09
N 2.63 -1.39 0.97
H 3.03 -4.28 -0.43
O -1.66 0.50 1.32
B -0.40 -0.21 1.20
O -0.38 -1.13 2.33
C -1.70 -1.16 2.81
C -2.23 -1.96 3.82
C -3.49 -1.54 4.31
C -4.29 -0.58 3.60
C -3.78 0.07 2.49
C -2.49 -0.18 2.13
H -1.63 -2.74 4.23
H -3.84 -1.81 5.35
H -5.28 -0.21 3.95
H -4.39 0.84 2.02
```

=====

Entry from OMol25: a single C5H8O2S molecule at a distorted geometry (ωB97M-V/def2-TZVPD).

## Properties
- multiplicity = 1
- energy above the lowest of the compared OMol25 structures with the same formula, charge and spin (eV) = 3.6346
- SMILES string = C[C@@H]1[C@H](S)[C@]1(O)C=O
- HOMO energy (eV) = -9.2
- Kohn-Sham gap (eV) = 9.1

XYZ file:
```
16
C5H8O2S, DFT ωB97M-V/def2-TZVPD
C 1.24 -1.51 -0.31
C -0.05 -0.95 0.36
C -1.09 -0.25 -0.56
S -0.66 0.35 -2.26
C -0.49 0.58 0.59
O -1.25 0.87 1.66
C 0.60 1.58 0.38
O 1.16 2.24 1.41
H 1.28 -1.01 -1.34
H 0.94 -2.73 -0.24
H 2.17 -1.31 0.35
H -0.43 -1.88 1.00
H -2.16 -0.46 -0.29
H -1.65 1.34 -2.31
H -0.71 1.57 2.19
H 1.11 1.57 -0.62
```

=====

Entry from OMol25: a molecular structure, H14LiO7 at a distorted geometry (ωB97M-V/def2-TZVPD).

## Properties
- multiplicity = 1
- energy above the lowest of the compared OMol25 structures with the same formula, charge and spin (eV) = 2.2966
- net charge = +1
- HOMO energy (eV) = -14.5
- Kohn-Sham gap (eV) = 11.0

XYZ file:
```
22
H14LiO7, DFT ωB97M-V/def2-TZVPD
Li 0.22 0.10 0.51
O -0.29 2.19 0.31
H -0.88 2.59 0.88
H -0.44 2.41 -0.69
O 1.83 -0.23 0.57
H 2.59 -0.62 1.13
H 2.23 -0.31 -0.35
O 2.23 0.15 -2.23
H 1.31 0.31 -1.82
H 2.21 -0.83 -2.20
O -2.57 0.13 0.33
H -2.78 -0.65 0.78
H -3.20 0.38 -0.42
O 0.02 0.24 2.59
H 0.48 0.78 3.17
H -1.00 0.28 2.58
O -0.24 0.13 -1.89
H -0.94 0.67 -2.10
H -0.49 -0.67 -2.01
O -0.07 -2.03 0.25
H -0.81 -2.53 -0.16
H 0.57 -2.50 0.78
```

=====

Entry from OMol25: 2 unconnected molecules or ions with the total composition BrH2IO2Si at a distorted geometry (ωB97M-V/def2-TZVPD).

## Properties
- multiplicity = 1
- energy above the lowest of the compared OMol25 structures with the same formula, charge and spin (eV) = 2.4888
- HOMO energy (eV) = -8.8
- Kohn-Sham gap (eV) = 7.4

XYZ file:
```
7
BrH2IO2Si, DFT ωB97M-V/def2-TZVPD
O 0.49 0.41 -1.44
O 0.36 0.15 1.23
Si 1.19 -0.01 -0.10
Br 1.21 -3.34 -0.19
I 3.46 0.73 0.05
H -0.19 -0.21 -1.92
H -0.31 -0.30 1.80
```

=====

Entry from OMol25: 10 unconnected molecules or ions with the total composition C9H39N11O10 at a distorted geometry (ωB97M-V/def2-TZVPD).

## Properties
- multiplicity = 1
- SMILES string = COC[C@H](C)N.NC(N)=O.NC(N)=O.NC(N)=O.NC(N)=O.NC(N)=O.O.O.O.O
- HOMO energy (eV) = -8.9
- Kohn-Sham gap (eV) = 8.8

XYZ file:
```
69
C9H39N11O10, DFT ωB97M-V/def2-TZVPD
C -0.84 -4.89 0.04
O -1.60 -4.98 -1.15
C -2.99 -4.95 -0.90
C -3.86 -5.36 -2.03
C -5.33 -5.28 -1.76
N -3.43 -6.79 -2.33
H 0.23 -4.81 -0.17
H -0.96 -5.78 0.67
H -1.13 -4.01 0.62
H -3.21 -5.62 -0.05
H -3.25 -3.92 -0.61
H -3.80 -4.65 -2.87
H -5.93 -5.62 -2.61
H -5.63 -4.24 -1.53
H -5.52 -5.85 -0.85
H -4.01 -7.03 -3.13
H -2.44 -6.89 -2.55
N 0.44 5.41 -0.58
C 0.05 4.95 0.56
N 1.11 4.58 1.29
O -1.10 4.98 0.99
H -0.31 5.80 -1.12
H 1.38 5.45 -0.90
H 1.01 4.25 2.22
H 2.04 4.56 0.99
N -2.69 -0.38 1.20
C -2.33 -1.56 1.69
N -3.39 -2.11 2.22
O -1.18 -1.93 1.67
H -3.57 0.04 1.42
H -1.97 0.13 0.74
H -4.24 -1.76 1.84
H -3.31 -3.10 2.36
N 0.93 2.09 -3.17
C -0.31 2.42 -3.13
N -0.69 2.59 -1.93
O -1.01 2.61 -4.12
H 1.31 1.72 -2.35
H 1.44 2.00 -4.02
H -1.63 2.90 -1.95
H -0.19 2.52 -1.06
N 5.30 4.22 0.45
C 4.47 4.41 -0.53
N 5.13 5.01 -1.51
O 3.26 4.18 -0.57
H 4.92 3.68 1.17
H 6.28 4.31 0.53
H 4.56 4.97 -2.34
H 6.12 5.02 -1.68
N 2.22 1.27 0.07
C 1.11 0.62 0.37
N 1.17 -0.70 0.31
O 0.00 1.16 0.59
H 3.12 0.82 0.01
H 2.15 2.24 0.34
H 0.36 -1.20 0.60
H 1.94 -1.22 -0.05
O 3.43 -0.18 3.05
H 2.45 -0.26 2.93
H 3.57 -0.72 3.84
O 4.39 -0.28 0.46
H 4.17 -0.09 1.41
H 5.34 -0.44 0.47
O 0.77 -0.97 3.46
H 0.37 -0.18 3.84
H 0.15 -1.34 2.81
O -1.91 2.66 2.38
H -1.38 2.02 1.88
H -1.55 3.49 2.04
```

=====

Entry from OMol25: a molecular structure, C26H26BrClIN6O2RbSSeSi at a distorted geometry (ωB97M-V/def2-TZVPD).

## Properties
- multiplicity = 1
- energy above the lowest of the compared OMol25 structures with the same formula, charge and spin (eV) = 1.1868
- net charge = -2
- HOMO energy (eV) = -2.0
- Kohn-Sham gap (eV) = 5.7

XYZ file:
```
67
C26H26BrClIN6O2RbSSeSi, DFT ωB97M-V/def2-TZVPD
Rb -0.73 -0.14 -1.16
N -1.59 4.24 0.70
C -1.11 2.99 0.54
N -1.63 1.94 1.05
C -2.78 2.05 1.81
N -3.37 1.01 2.28
N -2.89 -0.20 2.16
C -3.28 -1.06 1.32
C -2.72 -2.41 1.35
C -3.55 -3.52 1.26
C -2.98 -4.78 1.29
C -1.60 -4.88 1.37
C -0.86 -3.70 1.44
N -1.40 -2.50 1.45
C -3.32 3.37 2.10
C -4.41 3.59 2.93
C -4.87 4.87 3.16
C -4.27 5.95 2.52
C -3.20 5.75 1.67
C -2.71 4.47 1.46
H -1.30 4.98 0.05
H -0.18 2.90 -0.01
H -4.03 -0.85 0.55
H -4.63 -3.39 1.21
H -3.60 -5.66 1.22
H -1.11 -5.83 1.36
H 0.22 -3.74 1.51
H -4.87 2.73 3.40
H -5.70 5.03 3.83
H -4.63 6.95 2.70
H -2.74 6.58 1.15
S -2.35 5.22 -2.15
C -2.18 3.62 -2.19
N -2.05 2.46 -2.16
Br 5.06 -0.70 -5.40
C 5.39 0.25 -3.79
C 6.55 1.01 -3.70
C 6.82 1.69 -2.53
C 5.94 1.61 -1.47
C 4.79 0.86 -1.57
C 4.48 0.17 -2.74
I 2.66 -0.93 -2.83
H 7.22 1.05 -4.54
H 7.73 2.28 -2.46
H 6.14 2.13 -0.54
H 4.11 0.81 -0.73
C 6.45 0.18 3.15
Si 4.60 0.47 3.55
C 4.56 1.69 5.02
C 3.95 -1.21 4.21
Se 3.48 1.23 1.82
H 7.03 -0.02 4.05
H 6.87 1.05 2.66
H 6.56 -0.67 2.48
H 5.31 1.45 5.77
H 3.59 1.69 5.49
H 4.76 2.70 4.66
H 4.52 -1.57 5.06
H 3.99 -1.96 3.43
H 2.91 -1.12 4.52
Cl 0.21 -5.46 -1.32
C 0.90 -3.88 -1.63
C -0.18 -2.86 -2.06
O -1.30 -2.94 -1.54
O 0.19 -2.00 -2.89
H 1.67 -3.99 -2.39
H 1.34 -3.52 -0.70
```

=====

Entry from OMol25: a gas-phase ion, C4H10NO (charge +1) at a distorted geometry (ωB97M-V/def2-TZVPD).

## Properties
- multiplicity = 1
- energy above the lowest of the compared OMol25 structures with the same formula, charge and spin (eV) = 3.5717
- net charge = +1
- SMILES string = C=C(C)[NH2+]CO
- HOMO energy (eV) = -13.6
- Kohn-Sham gap (eV) = 9.4

XYZ file:
```
16
C4H10NO, DFT ωB97M-V/def2-TZVPD
C 1.65 1.40 0.19
C 0.83 0.07 0.00
C 1.50 -1.23 -0.08
N -0.48 0.27 -0.48
C -1.69 -0.19 0.32
O -2.74 0.51 -0.25
H 1.08 2.31 0.31
H 2.68 1.38 0.36
H 2.01 -1.47 0.94
H 2.43 -1.20 -0.62
H 0.83 -2.07 -0.60
H -0.61 1.20 -0.77
H -0.53 -0.18 -1.41
H -1.77 -1.33 0.43
H -1.67 0.04 1.33
H -3.51 0.48 0.34
```

=====

Entry from OMol25: a single C3H4N2 molecule at a distorted geometry (ωB97M-V/def2-TZVPD).

## Properties
- multiplicity = 1
- energy above the lowest of the compared OMol25 structures with the same formula, charge and spin (eV) = 2.4494
- SMILES string = N#CN1CC1
- HOMO energy (eV) = -9.9
- Kohn-Sham gap (eV) = 10.7

XYZ file:
```
9
C3H4N2, DFT ωB97M-V/def2-TZVPD
N -2.81 0.02 0.28
C -1.69 0.04 -0.01
N -0.49 0.02 -0.52
C 0.74 0.77 -0.03
C 0.66 -0.68 -0.03
H 0.49 1.22 1.00
H 1.16 1.33 -0.85
H 1.30 -1.35 -0.71
H 0.64 -1.36 0.87
```